Molecular formula: C34H55BrMnN3OP2
Method: DFT, wB97M-V/def2-TZVPD

The geometry in ORCA input format:
```
! wB97M-V def2-TZVPD RIJCOSX def2/J DEFGRID3
* xyz 3 4
C 2.143 -1.277 -0.903
C 1.613 0.787 -1.909
C 3.146 -1.534 -1.840
C 2.395 0.406 -3.029
C 3.212 -0.700 -2.956
H 3.865 -2.340 -1.683
H 2.286 0.996 -3.944
H 3.881 -0.943 -3.771
N 1.392 -0.155 -0.895
P 0.239 -2.481 0.857
P 0.202 2.468 -0.236
C 1.919 -2.354 0.167
H 2.162 -3.342 -0.241
H 2.616 -2.214 1.006
C -1.495 -0.429 1.681
O -2.293 -0.704 2.505
C 1.168 2.146 -1.745
H 1.076 2.747 -2.666
C -1.676 3.259 -0.085
C 1.602 3.754 0.260
C -0.664 -3.634 -0.375
C 0.441 -3.401 2.532
C -2.756 2.326 0.484
H -2.553 2.015 1.516
H -3.707 2.888 0.478
H -2.923 1.426 -0.122
C -1.673 4.511 0.777
H -1.367 4.267 1.802
H -1.030 5.306 0.382
H -2.706 4.901 0.822
C -2.026 3.539 -1.527
H -3.020 4.008 -1.604
H -1.300 4.159 -2.071
H -2.103 2.566 -2.017
C 1.451 4.243 1.705
H 1.120 3.422 2.348
H 2.425 4.582 2.094
H 0.733 5.066 1.806
C 2.990 3.094 0.149
H 3.041 2.163 0.726
H 3.255 2.856 -0.885
H 3.759 3.780 0.531
C 1.438 4.885 -0.784
H 1.262 4.487 -1.789
H 0.593 5.545 -0.547
H 2.362 5.481 -0.856
C -0.952 -3.813 3.040
H -0.849 -4.198 4.067
H -1.636 -2.955 3.075
H -1.414 -4.605 2.438
C 1.074 -2.477 3.579
H 2.092 -2.178 3.304
H 0.482 -1.574 3.760
H 1.141 -3.031 4.530
C 1.360 -4.629 2.425
H 2.315 -4.390 1.939
H 1.583 -4.969 3.447
H 0.905 -5.475 1.903
C -0.246 -3.224 -1.795
H 0.802 -3.480 -2.003
H -0.872 -3.766 -2.520
H -0.386 -2.153 -1.968
C -2.184 -3.465 -0.205
H -2.507 -2.454 -0.463
H -2.680 -4.157 -0.908
H -2.521 -3.697 0.815
C -0.320 -5.120 -0.193
H 0.762 -5.309 -0.251
H -0.726 -5.543 0.737
H -0.794 -5.673 -1.021
Mn -0.247 0.038 0.407
N -1.759 -0.251 -1.075
C -2.589 -0.620 -1.877
C -2.778 -0.287 -3.377
C -1.826 0.861 -3.801
C -2.238 -1.441 -4.222
C -4.209 0.163 -3.661
H -2.058 1.814 -3.330
H -0.777 0.625 -3.540
H -1.927 0.993 -4.888
H -2.540 -2.446 -3.905
H -2.478 -1.274 -5.282
H -1.138 -1.380 -4.133
H -4.257 0.601 -4.677
H -4.958 -0.639 -3.568
H -4.498 0.975 -2.963
Br 0.177 2.424 5.961
C 1.068 1.583 4.496
C 2.445 1.357 4.550
C 3.040 0.784 3.422
C 2.262 0.434 2.323
N 0.923 0.628 2.289
C 0.326 1.215 3.364
H 3.009 1.635 5.432
H 4.115 0.594 3.385
H 2.730 -0.035 1.454
H -0.742 1.411 3.334
*
```

- HOMO energy (alpha / beta) (eV) = -16.7 / -17.1
- DFT total energy (a.u.) = -5974.72771

Molecular formula: C5H10O2
Method: DFT, wB97M-V/def2-TZVPD

The geometry in ORCA input format:
```
! wB97M-V def2-TZVPD RIJCOSX def2/J DEFGRID3
* xyz 0 1
C 2.541 -0.029 0.119
O 1.526 -1.011 -0.017
C 0.280 -0.766 0.590
C -0.760 -0.045 -0.461
C -2.267 -0.336 -0.777
C -0.696 1.223 0.314
O -1.506 1.492 1.171
H 2.226 0.982 -0.181
H 3.351 -0.338 -0.549
H 2.949 0.032 1.140
H 0.460 -0.144 1.492
H -0.130 -1.703 0.968
H -0.194 -0.053 -1.399
H -2.802 0.627 -0.756
H -2.442 -0.745 -1.783
H -2.790 -0.966 -0.058
H 0.254 1.779 0.186
*
```

- HOMO energy (eV) = -9.6
- DFT total energy (a.u.) = -346.92086
- SMILES = COC[C@@H](C)C=O